(1)
Density functional theory data (wB97M-V/def2-TZVPD) for a structure of composition C26H22N3O2SW.

Calculated values
- LUMO level: -0.1112 Ha
- Maximum force: 0.17 eV/A
- Charge: +1
- HOMO level: -10.15 eV
- Energy relative to the best compared isomer or geometry (same formula, charge and spin): 0.0 kcal per mole
- Spin multiplicity: 1
- Energy: -48543.3590 eV
- Gap between HOMO and LUMO: 7.122 eV

```
55
Properties=species:S:1:pos:R:3:forces:R:3:mulliken_charge:R:1
W 0.090 -0.116 -0.632 -0.10 -0.05 -0.12 2.39
O -0.166 1.763 -0.162 -0.08 -0.06 -0.03 -0.63
C -0.445 2.950 -0.703 0.04 -0.06 0.07 0.68
C -0.766 4.018 0.138 0.01 0.02 -0.06 -0.88
C -1.057 5.251 -0.407 0.00 0.02 0.04 -0.65
C -1.020 5.462 -1.789 0.01 0.00 -0.02 -0.79
C -0.672 4.423 -2.616 -0.01 0.00 0.02 -0.74
C -0.386 3.156 -2.082 0.00 0.03 0.00 0.37
C 0.028 2.094 -2.941 -0.01 0.03 -0.04 0.20
N 0.224 0.873 -2.585 0.05 -0.07 0.13 -0.09
C 0.705 -0.035 -3.623 0.00 0.03 0.00 -1.13
C -0.194 -1.240 -3.592 -0.03 -0.04 0.01 -0.73
N -0.617 -1.502 -2.197 0.08 0.10 0.03 -0.14
C -1.345 -2.564 -2.105 -0.02 -0.04 -0.01 0.20
C -1.944 -3.097 -0.925 0.00 0.00 -0.01 0.56
C -2.771 -4.231 -0.989 0.01 0.01 0.03 -0.83
C -3.331 -4.742 0.156 -0.01 -0.02 -0.03 -0.73
C -3.063 -4.131 1.386 0.01 0.02 0.05 -0.55
C -2.250 -3.021 1.473 -0.02 -0.05 -0.05 -0.80
C -1.692 -2.496 0.306 0.06 0.04 0.07 0.43
O -0.906 -1.426 0.384 -0.02 0.12 0.00 -0.72
H -0.772 3.869 1.209 0.00 -0.01 0.00 0.43
H -1.309 6.072 0.252 0.00 0.00 -0.01 0.43
H -1.248 6.436 -2.197 0.00 0.00 0.00 0.41
H -0.617 4.567 -3.688 0.00 0.00 0.00 0.39
H 0.206 2.355 -3.983 -0.02 0.00 0.00 0.34
H 1.739 -0.297 -3.400 0.00 -0.01 0.01 0.21
H 0.679 0.439 -4.606 0.01 0.00 0.00 0.56
H 0.314 -2.118 -3.991 -0.01 0.00 -0.01 0.51
H -1.090 -1.057 -4.189 0.00 0.02 0.00 0.50
H -1.534 -3.121 -3.023 -0.01 0.01 0.00 0.46
H -2.962 -4.692 -1.951 0.00 0.00 0.00 0.39
H -3.970 -5.612 0.111 0.00 0.00 0.00 0.41
H -3.499 -4.538 2.289 0.00 -0.01 -0.01 0.42
H -2.033 -2.550 2.422 0.01 0.01 0.00 0.47
C -1.349 0.878 2.357 -0.01 -0.03 -0.01 -1.44
C 0.085 0.486 2.549 0.03 0.00 0.00 1.42
C 0.615 0.565 3.856 0.01 0.01 -0.01 -0.91
C 1.914 0.240 4.094 -0.02 0.00 0.00 -0.90
C 2.729 -0.187 3.026 0.05 -0.02 0.04 1.16
C 4.084 -0.552 3.206 -0.02 0.02 0.01 -0.87
C 4.829 -0.966 2.143 -0.02 -0.01 -0.04 -0.75
C 4.248 -1.034 0.860 0.04 -0.01 0.02 -0.48
C 2.939 -0.687 0.661 -0.04 0.02 -0.02 0.85
S 2.230 -0.775 -0.958 0.09 -0.02 0.06 -0.66
C 2.145 -0.251 1.747 -0.02 0.01 -0.02 -0.71
N 0.831 0.093 1.526 -0.02 -0.01 -0.11 0.06
H -1.888 0.777 3.297 0.00 -0.01 0.00 0.55
H -1.841 0.271 1.604 -0.01 0.01 0.00 0.07
H -1.413 1.918 2.041 0.00 0.01 0.02 0.01
H -0.032 0.889 4.659 -0.02 0.00 -0.01 0.53
H 2.328 0.300 5.093 0.01 0.00 0.00 0.44
H 4.512 -0.494 4.199 0.00 0.00 0.00 0.41
H 5.866 -1.245 2.274 0.00 0.00 -0.01 0.41
H 4.841 -1.364 0.017 0.00 0.00 0.00 0.46
```
Forces are in eV/Å.

(2)
Density functional theory data (wB97M-V/def2-TZVPD) for a structure of composition C5H3Cl2NO3TbY at a distorted geometry.

Calculated values
- LUMO level (spin up / spin down): -0.6347 / -0.6346 Ha
- Maximum force: 9.04 eV/A
- Charge: +4
- HOMO level (spin up / spin down): -24.48 / -24.53 eV
- Energy relative to the best compared isomer or geometry (same formula, charge and spin): 39.7 kcal per mole
- Spin multiplicity: 7
- Energy: -61342.7444 eV
- Gap between HOMO and LUMO (spin up / spin down): 7.206 / 7.266 eV

```
16
Properties=species:S:1:pos:R:3:forces:R:3:mulliken_charge:R:1
Y 1.785 0.657 -3.911 4.47 4.11 2.14 1.81
Tb -0.591 -1.307 0.239 1.39 0.36 0.00 2.10
Cl 1.048 2.418 -2.345 0.36 -1.90 -1.24 -0.21
Cl 1.602 -2.347 0.205 -1.09 0.59 -0.42 -0.27
C -1.843 -2.822 1.578 -3.83 -5.27 3.57 -0.12
C -0.079 0.643 -5.096 -6.93 -1.17 -5.69 0.07
C 0.655 -1.331 -3.554 -3.52 -8.28 0.71 0.09
O -2.445 -3.641 2.123 2.84 3.91 -2.47 0.13
O -0.933 0.370 -5.819 3.69 1.45 3.31 0.15
O 0.168 -2.388 -3.496 2.56 5.81 -0.29 0.08
C 0.203 1.939 3.698 0.08 0.26 0.33 -0.78
C -0.109 0.988 2.674 -0.10 -0.84 -1.01 0.39
N -0.332 0.227 1.809 0.30 1.34 1.41 -0.48
H -0.695 2.516 3.967 0.07 -0.17 -0.06 0.35
H 0.969 2.642 3.328 -0.16 -0.22 0.00 0.34
H 0.596 1.435 4.600 -0.15 0.01 -0.30 0.34
```
Forces are in eV/Å.

(3)
Density functional theory data (wB97M-V/def2-TZVPD) for a structure of composition C25H44O2P2Pm at a distorted geometry.

Calculated values
- LUMO level (spin up / spin down): -0.0944 / -0.0943 Ha
- Maximum force: 6.00 eV/A
- Charge: +1
- HOMO level (spin up / spin down): -8.72 / -8.76 eV
- Energy relative to the best compared isomer or geometry (same formula, charge and spin): 119.0 kcal per mole
- Spin multiplicity: 5
- Energy: -65855.2781 eV
- Gap between HOMO and LUMO (spin up / spin down): 6.151 / 6.192 eV

```
74
Properties=species:S:1:pos:R:3:forces:R:3:mulliken_charge:R:1
Pm -0.017 -0.434 0.185 -5.89 -0.97 -0.57 -0.14
C -2.272 1.649 0.573 0.42 -0.93 -0.52 0.54
C -1.914 1.462 -0.803 -0.09 -0.63 0.56 0.49
C -3.405 -0.189 -0.208 0.72 0.61 0.04 0.45
C -3.161 0.598 0.940 0.55 0.32 -0.82 0.68
C -2.633 0.321 -1.281 0.43 0.11 0.89 0.64
C -2.011 2.886 1.349 0.11 0.54 0.21 -1.43
H -0.936 3.110 1.407 -0.38 0.03 0.15 -0.10
H -2.408 2.803 2.369 0.21 0.11 -0.18 0.36
H -2.501 3.753 0.871 0.17 -0.19 0.24 0.29
C -3.860 0.445 2.238 -0.19 -0.17 0.49 -1.51
H -3.761 1.350 2.851 -0.12 -0.27 -0.05 0.44
H -3.467 -0.402 2.825 -0.17 0.20 -0.06 0.05
H -4.931 0.254 2.072 0.25 0.08 0.18 0.34
C -4.395 -1.282 -0.289 -0.23 -0.67 0.01 -1.46
H -5.280 -1.055 0.323 0.14 -0.07 -0.22 0.39
H -3.982 -2.232 0.079 -0.16 0.12 -0.11 0.12
H -4.717 -1.437 -1.325 -0.06 -0.02 0.23 0.42
C -2.709 -0.133 -2.692 -0.23 -0.05 -0.52 -1.61
H -3.474 0.430 -3.257 0.22 -0.16 0.12 0.32
H -2.974 -1.197 -2.746 0.15 0.22 -0.10 0.44
H -1.753 0.011 -3.210 -0.18 -0.03 -0.06 0.23
C -1.181 2.422 -1.670 0.02 0.46 -0.49 -1.23
H -1.859 2.980 -2.341 0.21 -0.08 0.19 0.38
H -0.466 1.910 -2.333 -0.14 0.23 -0.01 0.08
H -0.628 3.169 -1.085 -0.07 -0.11 -0.12 0.30
C 2.432 -0.186 1.634 1.55 0.13 1.73 0.26
C 3.308 1.065 1.364 1.67 0.51 0.87 -0.18
C 3.938 1.373 -0.011 0.67 0.56 0.15 -0.94
C 3.319 0.894 -1.328 -0.82 0.01 -0.23 -1.37
C 1.785 0.543 -1.281 1.44 0.67 -1.05 2.34
C 1.611 -0.989 -1.524 1.07 -1.31 -2.27 -1.06
C 2.235 -1.951 -0.492 0.52 -0.77 0.03 -1.46
C 2.856 -1.455 0.831 -0.14 -0.24 0.16 -1.77
H 4.964 0.972 0.033 -0.33 0.19 -0.03 0.60
H 3.862 0.026 -1.708 -0.05 0.08 0.08 0.46
H 4.068 2.462 -0.095 0.03 -0.25 0.22 0.20
H 3.938 -1.338 0.654 -0.34 0.17 0.20 0.46
H 2.706 -0.507 2.657 0.25 -0.06 -0.46 0.67
H 4.129 1.132 2.086 0.32 -0.56 -0.27 0.57
H 2.771 -2.297 1.542 -0.01 0.35 -0.44 0.36
H 1.556 -2.784 -0.245 -0.13 0.39 -0.03 0.58
H 2.176 -1.148 -2.448 0.44 0.53 0.35 0.98
H 3.060 -2.455 -1.017 -0.28 0.04 0.20 0.62
H 3.445 1.688 -2.083 0.08 -0.32 0.30 0.43
H 1.309 1.084 -2.107 -0.09 -0.18 0.23 0.49
P 2.057 2.177 2.127 -3.11 -3.22 -2.25 0.67
C 1.805 2.698 3.815 0.73 0.82 0.80 -1.27
C 1.613 3.409 0.925 0.14 1.43 0.20 -1.24
P 0.150 -2.050 -2.560 -0.95 1.24 1.00 0.87
C 1.137 0.608 1.872 -0.07 1.76 1.21 -0.52
C 0.462 -1.568 -4.293 0.21 0.30 -0.04 -1.58
C 0.769 -3.758 -2.754 0.22 -0.16 0.26 -1.20
H 0.946 2.163 4.250 0.35 0.09 -0.45 0.40
H 1.604 3.781 3.845 0.20 -0.34 0.08 0.41
H 2.699 2.479 4.417 -0.29 0.14 -0.03 0.39
H 1.418 3.006 -0.077 0.05 -0.04 0.50 0.06
H 2.467 4.097 0.850 -0.20 0.11 -0.09 0.56
H 0.743 3.983 1.270 0.31 -0.11 -0.22 0.61
H 1.623 -4.006 -2.118 -0.25 -0.19 -0.11 0.33
H 1.032 -3.896 -3.806 0.10 -0.17 0.29 0.44
H -0.093 -4.394 -2.529 0.35 -0.08 0.17 0.35
H 0.524 0.254 2.717 0.11 0.12 -0.20 0.92
H 1.429 1.055 -0.341 0.36 -0.45 -0.76 -1.83
H -0.479 -1.832 -4.802 0.37 0.29 -0.07 0.41
H 1.275 -2.182 -4.700 -0.14 0.42 -0.09 0.60
H 0.691 -0.502 -4.409 -0.28 -0.18 -0.15 0.34
C -2.232 -3.650 2.605 0.17 -0.35 -0.12 -0.70
O -2.144 -3.317 1.193 -0.32 0.08 0.50 -0.28
C -1.234 -2.459 0.824 0.81 0.21 -0.56 0.35
O -0.247 -2.209 1.597 -0.49 -0.35 0.85 -0.61
H -2.346 -2.734 3.198 0.04 -0.28 -0.17 0.24
H -1.328 -4.188 2.899 -0.22 0.08 0.14 0.29
H -3.117 -4.287 2.682 0.26 0.19 0.09 0.24
```
Forces are in eV/Å.

(4)
Density functional theory data (wB97M-V/def2-TZVPD) for a structure of composition C4H4N3O4S3 at a distorted geometry.

Calculated values
- LUMO level (spin up / spin down): -0.2589 / -0.2589 Ha
- Maximum force: 5.09 eV/A
- Charge: +1
- HOMO level (spin up / spin down): -13.40 / -13.40 eV
- Energy relative to the best compared isomer or geometry (same formula, charge and spin): 8.8 kcal per mole
- Spin multiplicity: 1
- Energy: -49362.7774 eV
- Gap between HOMO and LUMO (spin up / spin down): 6.356 / 6.358 eV

```
18
Properties=species:S:1:pos:R:3:forces:R:3:mulliken_charge:R:1
C -1.078 0.773 -0.432 1.90 -0.65 0.36 -0.40
C -1.648 -0.426 -0.194 -0.92 0.18 -0.07 0.58
C 1.163 -0.404 -0.350 -2.19 -3.46 0.57 -0.13
C 0.484 0.794 0.007 -1.50 1.62 -0.41 -0.30
N 0.623 -1.626 -0.094 3.30 3.69 -1.16 0.00
N 2.458 -0.473 -0.981 0.99 1.54 -0.73 1.03
N 0.258 0.808 1.542 0.33 0.29 -0.62 1.13
O 2.923 0.590 -1.397 -0.67 -1.69 0.68 -0.50
O -0.109 1.820 2.027 -0.22 1.62 0.34 -0.55
O 2.933 -1.582 -1.033 0.52 -0.03 -0.24 -0.61
O 0.276 -0.267 2.071 0.59 -0.85 0.86 -0.53
S -0.887 -1.905 0.321 -1.50 -0.33 -0.13 0.05
S -1.816 2.259 -1.002 -0.66 -1.75 -1.44 -0.10
S -3.384 -0.795 -0.220 -0.10 1.86 -0.86 -0.06
H 1.017 1.673 -0.420 -0.48 -0.40 0.82 0.73
H 1.334 -2.337 -0.204 0.17 -0.99 -0.20 0.31
H -1.384 2.997 -0.043 0.72 0.95 1.42 0.21
H -3.163 -1.899 0.400 -0.27 -1.60 0.80 0.15
```
Forces are in eV/Å.

(5)
Density functional theory data (wB97M-V/def2-TZVPD) for the molecule C4H12N2O.

Calculated values
- LUMO level: 0.0355 Ha
- Maximum force: 0.83 eV/A
- Charge: 0
- HOMO level: -7.83 eV
- Energy relative to the best compared isomer or geometry (same formula, charge and spin): 43.1 kcal per mole
- Spin multiplicity: 1
- Energy: -9369.3231 eV
- Gap between HOMO and LUMO: 8.799 eV
- Structure (SMILES): NCNCCCO

```
19
Properties=species:S:1:pos:R:3:forces:R:3:mulliken_charge:R:1
C 0.963 -0.322 -0.229 0.62 -0.35 -0.14 -0.71
C 0.190 -1.632 -0.099 -0.31 0.06 0.76 -0.63
C -1.024 -1.514 0.813 0.03 0.37 -0.29 -0.47
O -0.514 -1.327 2.126 0.07 -0.35 0.37 -0.53
N 0.624 0.475 -1.374 0.07 0.76 0.08 -0.26
C -0.017 1.772 -1.290 -0.44 0.27 -0.35 -0.46
N 0.052 2.373 0.034 -0.16 -0.08 -0.26 -0.52
H 2.042 -0.525 -0.227 -0.02 -0.25 -0.21 0.24
H 0.843 0.280 0.663 -0.33 0.10 0.07 0.42
H -0.091 -2.036 -1.065 -0.08 0.02 -0.26 0.41
H 0.788 -2.385 0.405 0.41 -0.18 -0.09 0.31
H -1.627 -0.649 0.563 -0.25 0.36 -0.34 0.28
H -1.664 -2.389 0.692 0.02 -0.25 0.35 0.36
H -1.214 -1.278 2.788 -0.01 0.00 -0.35 0.28
H 0.518 0.062 -2.283 0.12 -0.38 0.15 0.19
H -1.077 1.715 -1.593 0.00 -0.08 0.26 0.32
H 0.425 2.435 -2.044 0.18 -0.04 0.04 0.35
H -0.868 2.700 0.288 0.11 0.11 0.20 0.21
H 0.696 3.151 0.070 -0.03 -0.09 0.01 0.20
```
Forces are in eV/Å.

(6)
Density functional theory data (wB97M-V/def2-TZVPD) for a cluster of 2 separate species, C3H7N2O in total at a distorted geometry.

Calculated values
- LUMO level: -0.1170 Ha
- Maximum force: 2.56 eV/A
- Charge: +1
- HOMO level: -14.71 eV
- Energy relative to the best compared isomer or geometry (same formula, charge and spin): 8.4 kcal per mole
- Spin multiplicity: 1
- Energy: -8245.7751 eV
- Gap between HOMO and LUMO: 11.523 eV

```
13
Properties=species:S:1:pos:R:3:forces:R:3:mulliken_charge:R:1
C 0.809 -0.933 -1.465 1.39 1.67 0.43 -0.34
C 1.228 0.219 -0.857 -1.51 -0.87 0.73 -0.14
N 0.102 0.697 -0.195 0.65 0.72 -0.58 0.01
C -0.967 -0.005 -0.518 0.29 -0.01 0.83 -0.13
N -0.551 -1.025 -1.250 0.61 -0.67 -0.78 -0.03
H 1.558 -1.553 -1.932 -0.95 -0.69 -0.49 0.36
H 2.180 0.702 -0.766 0.17 -0.12 0.02 0.40
H 0.125 1.443 0.480 -0.29 0.20 0.08 0.24
H -1.960 0.206 -0.161 -0.07 -0.20 -0.09 0.38
H -1.124 -1.747 -1.647 -0.32 -0.11 0.00 0.22
H -0.857 0.116 3.516 -0.08 -0.10 1.21 0.31
H 0.104 1.433 3.509 -0.03 0.00 1.19 0.32
O -0.377 0.771 3.036 0.13 0.16 -2.55 -0.61
```
Forces are in eV/Å.

(7)
Density functional theory data (wB97M-V/def2-TZVPD) for a structure of composition C10H12N4O4Pd.

Calculated values
- LUMO level: 0.1970 Ha
- Maximum force: 0.69 eV/A
- Charge: -2
- HOMO level: 0.35 eV
- Energy relative to the best compared isomer or geometry (same formula, charge and spin): 10.2 kcal per mole
- Spin multiplicity: 1
- Energy: -28195.4949 eV
- Gap between HOMO and LUMO: 5.006 eV

```
31
Properties=species:S:1:pos:R:3:forces:R:3:mulliken_charge:R:1
Pd -0.555 0.227 -0.240 0.27 0.64 0.04 -0.16
O -3.526 -2.324 2.328 -0.04 -0.02 -0.01 -0.78
C -2.741 -1.650 1.622 0.18 0.09 0.05 0.21
O -2.438 -1.759 0.425 -0.26 -0.11 0.11 -0.52
C -2.015 -0.514 2.390 -0.10 0.04 -0.04 0.32
C -1.897 -0.598 3.775 0.00 0.01 0.08 -0.28
C -1.233 0.396 4.470 -0.02 -0.03 0.00 -0.26
C -0.739 1.483 3.761 -0.01 0.01 -0.01 -0.49
C -0.929 1.514 2.389 0.04 0.12 0.01 -0.26
N -1.532 0.534 1.705 0.07 -0.44 -0.28 -0.30
H -2.339 -1.456 4.261 0.00 0.00 -0.01 0.40
H -1.111 0.336 5.547 0.00 -0.01 0.00 0.35
H -0.220 2.294 4.257 0.00 0.01 -0.02 0.33
H -0.588 2.351 1.794 0.00 -0.01 0.00 0.37
N 0.371 -2.874 -1.306 0.23 -0.07 0.06 -0.56
N -0.924 -2.669 -1.883 -0.43 -0.18 -0.26 -0.67
H 0.546 -2.160 -0.599 -0.04 0.05 0.04 0.27
H 1.052 -2.674 -2.026 0.01 0.03 -0.02 0.31
H -1.169 -1.675 -1.850 0.24 -0.02 0.05 0.26
H -1.579 -3.069 -1.220 0.00 0.02 0.00 0.40
O 2.578 -0.751 -1.184 0.00 0.05 0.00 -0.64
C 2.161 0.213 -1.813 0.01 -0.11 0.13 0.13
C 3.092 0.999 -2.742 -0.02 0.07 -0.11 -0.39
C 2.183 2.058 -3.335 0.10 -0.10 0.09 -0.30
C 0.829 1.780 -2.662 -0.14 0.20 -0.19 0.06
O -0.140 2.472 -2.947 -0.04 -0.14 0.19 -0.67
N 0.900 0.730 -1.797 -0.08 -0.11 0.13 0.07
H 3.529 0.312 -3.468 -0.02 0.00 -0.01 0.19
H 3.909 1.396 -2.137 0.01 0.02 -0.02 0.21
H 2.048 1.996 -4.416 0.03 -0.04 0.00 0.20
H 2.478 3.082 -3.101 -0.01 0.01 0.00 0.21
```
Forces are in eV/Å.

(8)
Density functional theory data (wB97M-V/def2-TZVPD) for a structure of composition C11H12BrClZn at a distorted geometry.

Calculated values
- LUMO level: 0.1846 Ha
- Maximum force: 2.58 eV/A
- Charge: -2
- HOMO level: 0.27 eV
- Energy relative to the best compared isomer or geometry (same formula, charge and spin): 0.0 kcal per mole
- Spin multiplicity: 1
- Energy: -142583.4883 eV
- Gap between HOMO and LUMO: 4.758 eV

```
26
Properties=species:S:1:pos:R:3:forces:R:3:mulliken_charge:R:1
C 1.102 1.740 -0.882 0.25 0.43 0.58 -0.46
C 0.854 3.107 -0.462 0.84 -0.18 0.35 -0.82
C 1.776 3.419 0.578 -0.39 -0.26 -0.82 -0.52
H 0.095 3.770 -0.879 0.25 -0.18 0.13 0.47
C 2.598 2.282 0.799 -0.56 -0.33 -0.66 -0.38
C 2.196 1.239 -0.080 -0.14 0.91 0.04 -0.59
H 2.672 0.264 -0.208 -0.31 0.34 0.18 0.39
H 0.725 1.298 -1.803 0.05 -0.04 0.31 0.59
H 1.830 4.375 1.103 -0.06 -0.37 -0.08 0.41
H 3.400 2.233 1.528 -0.11 -0.11 -0.05 0.39
Zn -0.560 1.371 0.563 0.16 0.59 0.23 0.06
Br -1.466 -0.707 0.826 -0.09 -0.21 0.08 -0.23
C -1.285 -3.822 0.196 0.05 -0.05 -1.26 -0.62
C 0.069 -4.014 -0.197 -0.67 0.17 -0.74 -0.46
C 0.191 -3.632 -1.575 -0.66 0.00 0.64 -0.62
H 0.864 -4.392 0.442 -0.05 0.10 -0.10 0.34
C -1.091 -3.189 -2.022 0.05 -0.47 0.92 -0.47
C -2.005 -3.306 -0.934 1.00 -0.76 0.11 -0.57
H -3.055 -3.023 -0.949 0.17 0.02 0.03 0.38
H -1.700 -4.005 1.182 0.07 0.09 -0.07 0.37
H 1.100 -3.669 -2.172 -0.11 0.05 0.10 0.35
H -1.346 -2.836 -3.016 0.10 0.04 0.04 0.35
Cl -2.790 3.562 1.186 -1.63 1.16 -0.77 -0.31
C -1.509 2.643 1.866 2.14 -1.25 0.74 -0.50
H -0.770 3.337 2.283 -0.30 -0.11 0.14 0.20
H -1.897 1.956 2.630 -0.05 0.45 -0.06 0.23
```
Forces are in eV/Å.

Look up the charge of the sixth one. +1